# 1
97
Properties=species:S:1:pos:R:3 method="wB97M-V/def2-TZVPD" e_tot_ev=-80957.020 total_charge=0 smiles="CCOP(=O)(CC[C@@H]1[C@@H]([PH2]=O)[C@](COC(C)=O)([C@@H](C)CC)S(=O)(=O)O[C@]1(CCN)CCF)OCC.CCCCCC" homo_lumo_gap_ev=10.0
P 2.78 -3.32 3.38
H 0.45 -2.72 5.93
H -3.29 0.13 -3.48
H 0.87 -1.57 4.71
H 1.88 -1.59 7.26
H -7.08 -0.01 -3.76
H -5.12 2.60 -5.80
H 1.25 -3.11 -0.97
H -0.55 -3.12 -2.39
H 2.14 -0.02 0.81
H 5.38 -2.45 6.30
H 4.29 -1.24 4.41
C -2.69 0.71 -4.18
H -2.86 1.76 -6.04
C 1.71 -2.04 1.21
H -2.22 1.54 -3.64
H 0.22 -0.35 3.07
F 0.20 -1.90 -3.78
H -1.70 0.47 2.32
H 4.19 -2.10 0.33
H 2.17 -0.93 3.06
H 2.31 -2.74 0.64
H 6.54 -3.15 5.19
H -4.17 3.06 -4.40
H -1.54 5.12 -0.71
H 2.01 -2.62 -2.45
C 2.33 -1.78 6.29
S 1.19 1.49 -1.37
H 6.55 -1.39 5.48
C 0.03 -0.20 0.44
O 4.25 -3.33 4.01
O 0.42 2.05 4.00
C 4.95 -2.09 4.24
C -0.05 2.88 3.24
H 3.51 -1.02 -2.45
P -0.75 -0.52 2.08
H -7.94 1.43 -5.61
H 0.27 4.51 4.53
C 1.28 -2.35 5.34
H 5.32 -1.63 -0.89
H 3.53 -1.47 2.15
O 2.41 1.91 -0.72
H -0.70 -1.42 -2.04
H -7.73 -0.24 -6.13
H -2.26 3.24 0.46
N 4.22 -3.32 -1.40
H 1.29 1.86 1.49
C -0.08 1.29 -0.05
H -1.89 0.06 -4.54
C -7.20 0.66 -5.79
O -0.58 2.54 2.02
C -6.40 0.37 -4.53
C -2.00 3.02 -0.57
H 0.39 4.91 2.78
C -0.03 -2.17 -2.44
O 0.73 2.33 -2.42
C 3.40 -0.93 -1.37
C 5.92 -2.27 5.38
H -1.18 4.65 3.54
H 3.66 -3.93 -0.82
H 0.72 3.23 0.58
H 2.68 -0.81 5.93
H 3.18 -2.45 6.38
C -3.52 1.24 -5.35
C 1.30 -2.31 -1.70
H -1.36 4.28 -2.22
C -1.44 1.60 -0.74
C -2.60 0.66 -0.31
H -5.20 1.33 -3.02
H -2.88 0.78 0.73
H -3.94 0.40 -5.90
H -0.12 4.13 -1.01
H -0.54 -0.84 -0.21
H 5.14 -3.74 -1.39
C 1.89 -1.00 -1.10
C 1.48 -0.77 0.36
C 2.53 -1.76 2.47
C -1.19 4.19 -1.15
C 0.40 2.29 1.01
O 1.71 -3.48 4.57
C -4.63 2.20 -4.91
C -0.13 4.35 3.54
H -6.56 0.98 -6.61
H 0.79 -2.58 1.42
O -1.38 -1.86 2.13
O 1.31 0.05 -1.97
H -2.43 -0.38 -0.59
C -5.67 1.59 -3.97
H 5.53 -1.87 3.34
H -5.69 -0.44 -4.72
H -1.35 1.43 -1.80
H 3.81 0.04 -1.11
O 2.63 -4.44 2.45
H -6.41 2.36 -3.74
C 4.31 -1.99 -0.75
H -3.46 0.98 -0.89
H -2.95 3.03 -1.10

# 2
76
Properties=species:S:1:pos:R:3 method="wB97M-V/def2-TZVPD" e_tot_ev=-259600.412 total_charge=+2 homo_lumo_gap_ev=1.8
H -5.60 8.09 -0.43
Br 0.32 -5.05 -0.02
H -1.56 4.03 3.59
C 2.69 -2.93 -1.57
H 0.33 5.38 -0.05
H 0.61 -0.42 -1.21
N -4.44 6.82 0.76
Cl -2.86 -4.07 -3.79
C 1.86 -7.94 -2.45
C 2.32 -1.31 3.57
C -5.71 7.53 0.50
C 0.33 4.82 0.89
H -3.77 -3.13 -5.75
O 2.34 0.02 -2.50
N 2.70 -5.42 0.07
C 2.70 2.58 2.71
O 3.78 -2.15 -4.07
N 2.49 -2.63 3.87
S 4.17 -2.72 -2.67
C -4.13 -3.25 -4.73
H -3.28 3.73 1.35
Mg 0.03 -2.39 -5.11
C 2.79 -4.32 -0.65
I 0.93 -3.19 -2.91
H 3.56 3.27 2.73
C 0.44 3.36 3.22
O 3.49 0.63 -2.43
H -5.38 4.95 0.83
H 2.82 1.83 1.92
H -3.36 8.60 0.71
O 5.33 -1.87 -2.10
C 2.36 -1.72 -0.53
H 3.94 -7.80 -1.91
H 3.62 -8.85 -3.31
H 0.64 -1.67 6.39
C 3.59 -1.38 0.54
H 1.48 -2.13 0.17
C -2.05 5.51 1.35
H -5.89 8.20 1.34
C -0.80 4.81 1.71
H 2.76 -0.88 2.68
C -0.72 4.06 2.90
Br -0.92 -1.54 4.98
F 4.84 -4.30 -2.98
H 3.03 -3.29 3.32
N 0.71 -7.45 -2.56
C 1.54 -0.74 4.56
F -3.98 -2.98 -2.11
H 2.04 0.55 -0.44
N 1.50 3.38 2.38
H -6.53 6.81 0.41
C 1.47 4.10 1.24
C 1.79 -0.33 -1.19
H 2.58 2.10 3.68
C 3.25 -8.54 -2.33
H 1.85 -3.92 5.45
H 0.51 2.77 4.13
C -2.09 6.89 1.14
H -4.27 -2.26 -4.29
H 3.23 -9.42 -1.67
H 3.74 0.83 -3.40
H 1.23 0.29 4.60
Cl -5.36 -5.56 -5.58
F -1.85 -4.83 -6.49
N 4.69 -0.92 1.10
C -3.30 7.53 0.85
C 1.24 -1.76 5.49
H -5.76 -4.23 -3.67
H -6.24 -3.42 -5.17
Ca -3.66 4.34 -1.39
C -4.44 5.48 0.93
C -3.25 4.81 1.22
C 1.83 -2.92 5.04
H 2.36 4.08 0.62
C -5.45 -4.02 -4.69
H -1.18 7.50 1.23

# 3
30
Properties=species:S:1:pos:R:3 method="wB97M-V/def2-TZVPD" e_tot_ev=-129175.586 spin_multiplicity=7 total_charge=-1 homo_lumo_gap_ev="7.5 / 7.0" relative_energy_kcal_mol=28.3 s_squared=12.711
O 0.09 0.76 2.22
H 0.42 1.50 -2.55
H 0.69 2.86 -0.27
H -2.10 -1.70 1.22
C -1.84 0.39 -1.33
H -0.76 -2.72 -0.87
C -0.78 -0.22 4.98
H 2.92 -0.84 0.09
H -2.88 0.77 0.59
O -2.45 0.02 2.77
H 2.23 1.40 1.36
F -1.88 -0.16 5.81
H -1.96 1.33 -1.85
C -2.34 0.09 -0.06
F 0.28 0.44 5.57
C -1.22 -1.75 -0.83
O -1.62 2.02 3.67
C -1.17 -0.76 -1.82
C -1.94 -1.21 0.27
H -0.70 -0.85 -2.78
C 1.69 -0.04 -1.57
Br 0.81 -1.84 1.58
S -1.17 0.57 3.39
H 1.75 -0.83 -2.30
C 1.15 1.91 -0.51
C 2.32 -0.04 -0.32
F -0.44 -1.54 4.76
C 0.98 1.19 -1.70
Tb 0.00 0.00 0.00
C 1.97 1.14 0.35